{
  "formula": "H10NaO5",
  "method": "ωB97M-V with the def2-TZVPD basis set",
  "symbols": ["Na", "O", "H", "H", "O", "H", "H", "O", "H", "H", "O", "H", "H", "O", "H", "H"],
  "xyz": [[0.307, 0.187, 0.410], [-0.014, -2.037, 1.008], [0.292, -2.622, 0.376], [-0.481, -2.564, 1.663], [-0.751, -0.743, -1.724], [-0.700, -1.233, -2.556], [-1.027, 0.090, -2.065], [-2.034, 0.284, 0.920], [-2.533, 0.493, 0.123], [-2.668, -0.292, 1.382], [0.371, 2.596, 0.918], [0.726, 2.851, 0.053], [0.705, 3.324, 1.407], [2.378, -0.122, -0.314], [2.903, -0.813, -0.727], [2.527, 0.602, -0.874]],
  "lowdin_charge": [0.476, -0.001, 0.021, 0.081, -0.016, 0.078, 0.038, -0.040, 0.059, 0.082, -0.008, 0.066, 0.050, -0.009, 0.086, 0.038],
  "e_above_lowest_ev": 0.685,
  "homo_lumo_gap_ev": 11.8,
  "homo_energy_ev": -15.28,
  "total_charge": 1
}

=====

{
  "formula": "H10O13S2Zn",
  "method": "ωB97M-V with the def2-TZVPD basis set",
  "symbols": ["Zn", "S", "O", "O", "O", "O", "S", "O", "O", "O", "O", "O", "H", "H", "O", "H", "H", "O", "H", "H", "O", "H", "H", "O", "H", "H"],
  "xyz": [[0.249, 0.596, -0.001], [-3.059, 0.828, 0.133], [-3.931, 1.243, -0.993], [-3.193, -0.591, 0.440], [-1.621, 1.079, -0.351], [-3.270, 1.705, 1.309], [0.749, -2.429, 1.224], [-0.253, -3.476, 1.331], [0.297, -1.369, 0.221], [0.922, -1.696, 2.529], [2.047, -2.954, 0.756], [-0.433, -2.264, -2.242], [-0.068, -1.925, -1.396], [-1.256, -1.766, -2.312], [2.379, 0.406, 0.085], [2.827, 0.443, -0.764], [3.042, 0.170, 0.739], [0.657, 2.686, -0.159], [0.726, 3.390, -0.808], [1.381, 2.828, 0.460], [0.370, 0.472, -2.134], [0.621, -0.264, -2.703], [-0.039, 1.138, -2.690], [0.221, 0.699, 2.077], [0.256, 1.307, 2.814], [0.378, -0.257, 2.434]],
  "lowdin_charge": [0.599, 0.235, -0.465, -0.400, -0.473, -0.454, 0.315, -0.356, -0.439, -0.412, -0.421, -0.093, -0.016, 0.038, -0.023, 0.069, 0.086, -0.018, 0.074, 0.061, -0.034, 0.063, 0.075, -0.087, 0.055, 0.022],
  "e_above_lowest_ev": 0.482,
  "homo_lumo_gap_ev": 4.2,
  "homo_energy_ev": -0.77,
  "total_charge": -2
}

=====

{
  "formula": "H10O4S",
  "method": "ωB97M-V with the def2-TZVPD basis set",
  "symbols": ["O", "H", "H", "O", "H", "H", "O", "H", "H", "O", "H", "H", "S", "H", "H"],
  "xyz": [[0.319, 1.774, 0.945], [0.790, 2.287, 1.546], [0.844, 1.813, 0.146], [2.745, -0.940, -1.626], [2.576, -1.646, -2.329], [2.776, -0.204, -2.238], [-2.743, -0.044, -1.143], [-3.261, -0.622, -0.610], [-1.887, -0.026, -0.734], [-0.190, 0.607, -3.741], [-0.776, 1.183, -4.260], [-0.769, -0.188, -3.601], [-0.029, -0.672, 3.154], [-0.965, -1.313, 3.844], [0.091, -1.711, 2.283]],
  "lowdin_charge": [-0.059, -0.007, 0.035, -0.088, 0.071, 0.015, -0.036, 0.017, 0.019, -0.091, 0.038, 0.053, 0.481, -0.245, -0.203],
  "e_above_lowest_ev": 1.070,
  "homo_lumo_gap_ev": 10.0,
  "homo_energy_ev": -9.47,
  "smiles": "O.O.O.O.S"
}

=====

{
  "formula": "H10O5",
  "method": "ωB97M-V with the def2-TZVPD basis set",
  "symbols": ["O", "H", "H", "O", "H", "H", "O", "H", "H", "O", "H", "H", "O", "H", "H"],
  "xyz": [[-1.643, -0.686, 0.785], [-0.907, -1.339, 0.659], [-2.376, -1.180, 1.152], [0.836, -1.614, -0.028], [0.522, -1.121, -0.822], [1.255, -2.417, -0.342], [-0.323, -0.127, -1.805], [-1.126, -0.195, -1.246], [0.022, 0.782, -1.520], [0.791, 2.121, -0.707], [0.897, 1.745, 0.192], [0.399, 3.003, -0.567], [0.742, 0.685, 1.553], [1.111, -0.113, 1.143], [-0.200, 0.455, 1.553]],
  "lowdin_charge": [-0.068, 0.037, 0.057, -0.081, 0.001, 0.066, -0.087, 0.042, 0.042, -0.074, 0.005, 0.071, -0.061, 0.024, 0.026],
  "e_above_lowest_ev": 0.100,
  "homo_lumo_gap_ev": 11.8,
  "homo_energy_ev": -11.31,
  "smiles": "O.O.O.O.O"
}

=====

{
  "formula": "H10O5",
  "method": "ωB97M-V with the def2-TZVPD basis set",
  "symbols": ["O", "H", "H", "O", "H", "H", "O", "H", "H", "O", "H", "H", "O", "H", "H"],
  "xyz": [[-2.256, 1.490, 0.494], [-2.793, 0.704, 0.627], [-1.400, 1.112, 0.652], [0.899, 0.782, -1.661], [0.841, -0.108, -1.933], [0.302, 0.955, -0.934], [-1.647, -0.933, -0.927], [-2.469, -0.952, -0.393], [-1.443, -1.852, -1.090], [2.734, -0.496, 0.754], [3.586, -0.901, 0.561], [2.957, 0.467, 0.942], [0.145, 0.245, 1.146], [-0.470, -0.392, 0.729], [1.021, -0.120, 1.037]],
  "lowdin_charge": [-0.036, 0.018, -0.041, -0.038, 0.003, -0.002, -0.046, 0.061, 0.054, -0.071, 0.055, 0.101, -0.069, 0.027, -0.016],
  "e_above_lowest_ev": 1.394,
  "homo_lumo_gap_ev": 10.9,
  "homo_energy_ev": -10.73,
  "smiles": "O.O.O.O.O"
}

=====

{
  "formula": "H10O5",
  "method": "ωB97M-V with the def2-TZVPD basis set",
  "symbols": ["O", "H", "H", "O", "H", "H", "O", "H", "H", "O", "H", "H", "O", "H", "H"],
  "xyz": [[-1.430, 0.306, -1.899], [-0.822, 0.338, -2.546], [-1.385, -0.675, -1.780], [0.104, -1.847, -1.185], [0.382, -2.480, -0.459], [0.347, -1.091, -0.779], [1.410, -2.638, 1.006], [2.039, -3.447, 1.052], [1.549, -2.064, 1.720], [0.675, 1.550, 2.347], [0.213, 1.887, 1.619], [1.385, 2.040, 2.827], [-0.947, 2.775, -0.338], [-0.336, 2.015, -0.799], [-1.875, 2.302, -0.293]],
  "lowdin_charge": [-0.030, -0.028, 0.050, -0.050, 0.045, -0.043, -0.051, 0.123, 0.022, -0.061, -0.040, 0.064, -0.179, 0.093, 0.085],
  "e_above_lowest_ev": 2.141,
  "homo_lumo_gap_ev": 11.5,
  "homo_energy_ev": -11.18,
  "smiles": "O.O.O.O.O"
}

=====

{
  "formula": "H10O5",
  "method": "ωB97M-V with the def2-TZVPD basis set",
  "symbols": ["O", "H", "H", "O", "H", "H", "O", "H", "H", "O", "H", "H", "O", "H", "H"],
  "xyz": [[-1.636, 0.857, -0.376], [-1.515, 0.199, -1.115], [-2.548, 0.944, -0.234], [-0.663, -1.258, -1.021], [0.211, -1.018, -0.717], [-0.659, -2.144, -1.471], [1.922, -0.881, -0.274], [1.590, -1.191, 0.643], [1.767, 0.054, -0.224], [1.000, 1.853, -0.204], [1.319, 2.527, 0.433], [0.049, 1.695, -0.141], [-0.540, -0.674, 1.836], [-0.951, -0.260, 1.056], [0.073, 0.023, 2.085]],
  "lowdin_charge": [-0.071, 0.058, 0.038, -0.079, -0.019, 0.104, -0.073, 0.094, -0.019, -0.061, 0.075, 0.000, -0.064, -0.011, 0.029],
  "e_above_lowest_ev": 0.780,
  "homo_lumo_gap_ev": 11.6,
  "homo_energy_ev": -11.11,
  "smiles": "O.O.O.O.O"
}

=====

{
  "formula": "H10O5",
  "method": "ωB97M-V with the def2-TZVPD basis set",
  "symbols": ["O", "H", "H", "O", "H", "H", "O", "H", "H", "O", "H", "H", "O", "H", "H"],
  "xyz": [[0.328, 1.198, -3.067], [0.196, 2.063, -2.664], [1.178, 1.266, -3.515], [-0.878, -0.115, -0.005], [-0.611, -0.359, 0.887], [-0.047, 0.032, -0.478], [-2.510, -1.022, -1.905], [-2.492, -0.311, -2.552], [-1.852, -0.756, -1.216], [1.010, 1.335, 2.609], [0.141, 1.299, 3.019], [1.231, 0.405, 2.415], [1.213, -1.364, 2.241], [0.928, -2.202, 1.857], [2.165, -1.469, 2.373]],
  "lowdin_charge": [-0.053, 0.040, 0.037, -0.039, 0.034, 0.060, -0.099, 0.017, -0.024, -0.075, 0.034, -0.025, -0.049, 0.071, 0.071],
  "e_above_lowest_ev": 1.119,
  "homo_lumo_gap_ev": 10.3,
  "homo_energy_ev": -10.20,
  "smiles": "O.O.O.O.O"
}

=====

{
  "formula": "H10O5",
  "method": "ωB97M-V with the def2-TZVPD basis set",
  "symbols": ["O", "H", "H", "O", "H", "H", "O", "H", "H", "O", "H", "H", "O", "H", "H"],
  "xyz": [[-24.140, 23.279, -20.899], [-24.790, 22.743, -20.443], [-24.069, 23.074, -21.850], [-24.155, 25.643, -19.776], [-24.507, 25.361, -18.953], [-24.162, 24.829, -20.318], [-21.390, 23.149, -20.246], [-22.231, 23.566, -20.424], [-21.708, 22.223, -20.072], [-24.742, 24.295, -17.548], [-24.758, 24.661, -16.670], [-23.824, 23.978, -17.638], [-21.663, 26.465, -19.895], [-21.481, 26.028, -20.748], [-22.586, 26.270, -19.877]],
  "lowdin_charge": [-0.036, 0.083, 0.104, -0.061, -0.022, -0.001, -0.075, -0.034, 0.056, -0.038, 0.055, 0.075, -0.076, 0.034, -0.064],
  "e_above_lowest_ev": 1.248,
  "homo_lumo_gap_ev": 10.0,
  "homo_energy_ev": -10.08,
  "smiles": "O.O.O.O.O"
}

=====

{
  "formula": "H10O5",
  "method": "ωB97M-V with the def2-TZVPD basis set",
  "symbols": ["O", "H", "H", "O", "H", "H", "O", "H", "H", "O", "H", "H", "O", "H", "H"],
  "xyz": [[-1.016, -0.914, 2.296], [-0.789, -0.496, 1.466], [-0.221, -1.379, 2.556], [-1.518, 2.469, 0.695], [-1.075, 1.684, 0.373], [-2.364, 2.153, 1.013], [-0.375, -0.302, -3.046], [-1.255, -0.037, -3.312], [-0.256, -1.168, -3.437], [2.442, -0.690, 0.751], [3.218, -0.442, 0.248], [2.736, -0.686, 1.662], [-0.085, 0.052, -0.138], [0.855, -0.114, -0.072], [-0.297, -0.129, -1.054]],
  "mulliken_spin": [0.512, -0.010, -0.014, 0.476, -0.018, -0.013, 0.000, 0.000, 0.000, 0.000, 0.000, 0.000, 0.069, -0.003, 0.000],
  "e_above_lowest_ev": 0.576,
  "homo_lumo_gap_ev": [12.4, 4.1],
  "homo_energy_ev": [-15.67, -15.27],
  "total_charge": 1,
  "spin_multiplicity": 2
}

=====

{
  "formula": "H11NO4",
  "method": "ωB97M-V with the def2-TZVPD basis set",
  "symbols": ["N", "H", "H", "H", "H", "H", "O", "H", "H", "O", "H", "H", "O", "H", "H", "O"],
  "xyz": [[-2.057, 0.859, 0.622], [-1.421, 1.425, 1.191], [-2.872, 0.374, 0.996], [-2.343, 1.528, -0.092], [-0.348, -0.651, -1.147], [0.118, -0.878, 0.241], [0.451, -0.882, -0.665], [1.096, 1.871, -0.389], [2.445, 1.847, 0.676], [1.596, 2.195, 0.361], [2.477, -0.140, -0.136], [3.036, -0.946, 0.878], [3.249, -0.104, 0.440], [-1.144, -2.026, -1.424], [-2.230, -2.189, -0.305], [-2.052, -2.281, -1.247]],
  "mulliken_spin": [0.770, -0.015, -0.009, -0.015, -0.004, 0.000, 0.011, -0.009, -0.006, 0.201, -0.001, -0.002, 0.034, -0.001, -0.003, 0.049],
  "e_above_lowest_ev": 2.531,
  "homo_lumo_gap_ev": [10.8, 3.4],
  "homo_energy_ev": [-15.25, -14.63],
  "total_charge": 1,
  "spin_multiplicity": 2
}

=====

{
  "formula": "H11O5S",
  "method": "ωB97M-V with the def2-TZVPD basis set",
  "symbols": ["S", "H", "H", "H", "O", "H", "H", "O", "H", "H", "O", "H", "H", "O", "H", "H", "O"],
  "xyz": [[-1.789, 0.470, -1.672], [-3.011, 0.028, -1.938], [-1.830, 2.030, 0.440], [-0.480, 2.413, 0.062], [-1.154, 2.674, 0.700], [0.831, -0.050, 1.788], [0.273, -1.194, 2.440], [1.070, -0.655, 2.502], [-1.548, -0.582, 0.259], [-2.418, -1.487, 1.099], [-1.495, -1.208, 1.004], [2.826, -0.840, 1.713], [3.156, -0.904, 0.239], [3.558, -0.758, 1.086], [0.571, -0.717, -2.266], [1.907, -0.179, -1.717], [1.514, -0.800, -2.329]],
  "mulliken_spin": [1.029, -0.018, -0.001, -0.003, 0.006, 0.000, 0.000, 0.000, -0.017, 0.000, 0.012, 0.000, 0.000, 0.000, -0.005, 0.000, -0.001],
  "e_above_lowest_ev": 0.694,
  "homo_lumo_gap_ev": [10.6, 6.6],
  "homo_energy_ev": [-10.93, -10.93],
  "spin_multiplicity": 2
}

=====

{
  "formula": "H11O6",
  "method": "ωB97M-V with the def2-TZVPD basis set",
  "symbols": ["O", "H", "O", "H", "H", "O", "H", "H", "O", "H", "H", "O", "H", "H", "O", "H", "H"],
  "xyz": [[-0.481, 0.119, -1.587], [-1.369, -0.112, -1.283], [0.567, -2.189, -1.020], [0.522, -2.394, -1.967], [0.091, -1.267, -1.049], [-0.100, 2.547, -1.370], [0.854, 2.617, -1.286], [-0.278, 1.481, -1.427], [0.468, 0.135, 1.451], [-0.117, -0.536, 1.092], [0.999, 0.395, 0.693], [-0.645, 2.826, 1.525], [-0.453, 1.887, 1.378], [-0.295, 3.203, 0.700], [-0.172, -3.207, 1.476], [0.064, -2.843, 0.598], [0.345, -2.660, 2.075]],
  "lowdin_charge": [-0.346, -0.025, -0.157, 0.033, -0.015, -0.203, -0.012, -0.050, -0.054, 0.020, 0.044, -0.110, -0.021, -0.002, -0.095, -0.023, 0.015],
  "e_above_lowest_ev": 0.530,
  "homo_lumo_gap_ev": 9.4,
  "homo_energy_ev": -5.49,
  "total_charge": -1
}

=====

{
  "formula": "H12IO6",
  "method": "ωB97M-V with the def2-TZVPD basis set",
  "symbols": ["I", "O", "H", "H", "O", "H", "H", "O", "H", "H", "O", "H", "H", "O", "H", "H", "O", "H", "H"],
  "xyz": [[-11.975, -8.240, 29.382], [-9.491, -10.132, 27.282], [-10.217, -9.517, 27.388], [-9.912, -10.986, 27.184], [-13.563, -6.208, 31.722], [-13.304, -6.778, 30.999], [-12.742, -5.992, 32.165], [-13.623, -9.131, 32.550], [-13.178, -8.573, 31.912], [-14.501, -9.255, 32.189], [-12.579, -5.906, 26.527], [-12.673, -6.466, 27.297], [-13.470, -5.617, 26.330], [-15.245, -7.395, 27.896], [-14.368, -7.555, 28.245], [-15.835, -7.763, 28.554], [-13.354, -11.484, 28.808], [-12.779, -10.718, 28.813], [-12.760, -12.230, 28.895]],
  "lowdin_charge": [0.216, -0.098, -0.071, 0.016, -0.122, -0.164, 0.027, -0.103, -0.106, 0.024, -0.095, -0.109, 0.018, -0.096, -0.118, 0.023, -0.112, -0.141, 0.013],
  "e_above_lowest_ev": 0.487,
  "homo_lumo_gap_ev": 8.4,
  "homo_energy_ev": -5.31,
  "total_charge": -1
}